Below is C3H10NO2S2 as an isolated structure, with properties calculated with ωB97M-V/def2-TZVPD.

Computed properties:
**HOMO level**: -3.082 eV
**E_tot**: -30526.4970 eV
**Total charge**: -1
**ΔE to the lowest compared entry with this formula, charge and spin**: 386.82 kJ/mol
**Kohn-Sham gap**: 0.23402 Eh
**Maximum force**: 3.94 eV/Å
**Lowest unoccupied orbital energy**: 3.286 eV

Cartesian coordinates (Å):
N: 1.600 -2.197 -0.027
C: 0.580 -1.075 0.038
C: -0.439 -1.259 1.109
O: -0.716 -3.082 1.125
C: 1.490 0.167 0.318
S: 1.026 1.621 -0.674
S: -0.778 2.358 0.199
H: 1.210 -2.875 0.627
H: 1.671 -2.729 -0.895
H: 0.162 -1.133 -0.990
H: -1.251 -0.513 1.062
H: 0.026 -1.219 2.082
H: 1.257 0.310 1.359
H: 2.519 -0.050 -0.004
H: -1.688 0.371 -1.006
H: -3.164 0.320 -1.184
H: -1.306 -2.186 1.108
O: -2.398 -0.178 -1.479